# 1
{"formula": "C44H50O5P", "method": "wB97M-V/def2-TZVPD", "species": ["P", "O", "O", "O", "O", "O", "C", "C", "C", "C", "C", "C", "C", "C", "C", "C", "C", "C", "C", "C", "C", "C", "C", "C", "C", "C", "C", "C", "C", "C", "C", "C", "C", "C", "C", "C", "C", "C", "C", "C", "C", "C", "C", "C", "C", "C", "C", "C", "C", "C", "H", "H", "H", "H", "H", "H", "H", "H", "H", "H", "H", "H", "H", "H", "H", "H", "H", "H", "H", "H", "H", "H", "H", "H", "H", "H", "H", "H", "H", "H", "H", "H", "H", "H", "H", "H", "H", "H", "H", "H", "H", "H", "H", "H", "H", "H", "H", "H", "H", "H"], "coordinates": [[-3.462, -6.121, -3.381], [7.812, 0.450, 5.410], [-0.049, 7.170, 4.138], [-2.637, 4.836, 0.080], [-1.459, -6.104, -5.634], [5.340, -2.020, 1.349], [-5.288, -1.355, -2.096], [-1.735, 7.354, 2.503], [-4.982, -5.331, -2.927], [8.569, -2.172, 4.832], [0.213, 2.594, 2.176], [-1.716, -5.075, -5.219], [-2.398, 6.750, 1.431], [6.913, -2.154, 3.084], [-1.036, 4.610, 1.797], [2.689, -1.709, -1.680], [4.506, 0.632, 1.984], [7.232, -0.112, 4.510], [8.881, -3.480, 4.515], [-4.795, -4.537, -1.641], [-6.156, -2.564, -2.400], [-4.853, -0.637, -3.323], [-0.784, -0.996, -2.281], [-2.289, -4.868, -3.855], [-3.380, 7.447, 0.745], [4.152, 1.915, 2.373], [-0.344, 5.230, 2.838], [8.205, -4.132, 3.492], [0.546, -1.367, -2.890], [-1.594, -0.113, -3.160], [-2.073, 5.356, 1.019], [5.774, 1.854, 4.138], [-6.007, -3.701, -1.431], [-3.067, 9.323, 2.212], [1.746, -0.714, -2.229], [0.635, 4.535, 3.527], [7.579, -1.507, 4.127], [4.783, 2.518, 3.454], [2.060, -2.629, -0.659], [-4.024, 0.603, -3.086], [-0.655, 6.636, 3.238], [0.915, 3.223, 3.198], [6.142, 0.576, 3.758], [5.869, -1.453, 2.286], [7.228, -3.469, 2.775], [-2.719, 0.490, -2.363], [-3.714, 8.730, 1.134], [5.500, -0.050, 2.682], [-0.757, 3.287, 1.474], [-2.078, 8.639, 2.891], [1.678, 2.685, 3.743], [-4.483, 9.271, 0.601], [0.720, -2.414, -2.862], [-2.872, -0.125, -1.504], [-0.950, 0.673, -3.459], [6.268, 2.325, 4.975], [-3.336, 10.324, 2.520], [-4.453, -1.669, -1.509], [1.359, -2.072, -0.087], [9.090, -1.663, 5.630], [8.444, -5.159, 3.254], [-3.614, -7.104, -4.349], [-3.899, -3.967, -1.619], [2.261, -0.173, -2.981], [-6.027, -3.280, -0.467], [0.537, -1.095, -3.917], [-0.652, -0.500, -1.352], [-2.986, -6.754, -2.246], [-5.745, -6.044, -2.743], [3.512, -1.214, -1.234], [-2.749, -3.919, -3.799], [-1.951, -0.617, -4.029], [-6.052, -2.905, -3.402], [2.811, -2.951, 0.006], [6.703, -3.971, 1.975], [-5.898, -0.701, -1.529], [3.379, 2.449, 1.836], [-5.224, -4.650, -3.705], [-1.571, 9.099, 3.726], [-3.905, 1.100, -4.013], [0.426, 1.562, 1.929], [-1.302, 2.806, 0.676], [1.175, 5.026, 4.323], [-4.768, -5.250, -0.860], [-7.160, -2.241, -2.317], [9.652, -3.997, 5.069], [3.102, -2.299, -2.460], [-1.525, -4.177, -5.787], [-4.421, -1.316, -4.026], [-6.830, -4.355, -1.554], [-4.632, 1.234, -2.490], [-2.448, 1.460, -2.043], [1.590, -3.452, -1.123], [-5.741, -0.282, -3.782], [-1.505, -4.850, -3.145], [-3.884, 6.982, -0.089], [1.460, -0.005, -1.500], [-1.329, -1.889, -2.101], [4.015, 0.156, 1.147], [4.498, 3.516, 3.758]], "atomic_forces_ev_per_a": [[-0.21, -0.20, 0.43], [0.09, 0.11, 0.16], [0.09, 0.07, 0.13], [-0.01, -0.10, -0.05], [1.23, -5.96, -2.25], [-0.14, 0.34, 0.10], [0.00, -0.98, -0.39], [0.03, -0.27, -0.10], [1.02, 0.19, 0.48], [0.15, -0.08, 0.14], [0.03, 0.02, 0.01], [-0.69, 4.71, 1.45], [0.21, -0.10, 0.17], [-0.04, 0.26, 0.11], [-0.08, 0.13, 0.00], [-0.04, -0.51, 0.73], [0.04, 0.08, 0.12], [0.00, -0.01, -0.02], [0.02, -0.11, -0.03], [-0.24, -0.49, -0.26], [0.14, 0.30, 0.48], [0.33, 0.40, 0.11], [0.54, -0.65, -0.80], [-0.51, -0.29, -0.22], [-0.13, 0.05, -0.10], [0.02, -0.11, -0.08], [-0.23, 0.18, -0.17], [0.08, -0.03, 0.06], [0.13, 0.47, 0.58], [-0.24, 0.44, 0.72], [-0.02, -0.09, -0.07], [0.12, 0.15, 0.22], [0.12, 0.56, -0.89], [-0.09, 0.03, -0.09], [-0.10, -0.26, -1.20], [0.21, -0.09, 0.17], [-0.18, 0.05, -0.16], [-0.29, 0.18, -0.19], [0.46, 0.93, -0.34], [-0.22, -0.36, 0.31], [-0.02, 0.00, -0.03], [0.00, -0.12, -0.02], [0.01, -0.44, -0.23], [-0.10, -0.05, -0.14], [0.01, -0.17, -0.07], [-0.48, -0.76, -0.79], [0.00, 0.11, 0.07], [0.11, -0.19, 0.01], [0.04, -0.07, -0.01], [-0.02, 0.18, 0.09], [0.01, -0.04, 0.03], [-0.03, 0.03, -0.02], [-0.06, -1.14, -0.02], [-0.15, -0.32, 0.98], [0.63, 0.88, -0.79], [0.11, -0.07, 0.05], [-0.01, 0.05, 0.01], [0.77, -0.09, 0.62], [-0.90, 0.38, 0.66], [-0.04, 0.11, 0.03], [0.02, -0.04, -0.01], [0.12, -0.04, -0.21], [0.98, 0.64, -0.04], [0.62, 0.84, -0.70], [-0.03, 0.25, 1.50], [-0.06, 0.20, -1.11], [0.20, 0.34, 1.04], [0.12, -0.31, 0.11], [-0.83, -0.75, -0.26], [0.94, 0.58, 0.52], [-0.74, 1.15, 0.17], [-0.22, -0.51, -0.81], [0.25, -0.19, -1.11], [0.83, -0.76, 0.85], [-0.06, 0.07, -0.06], [-0.29, 0.82, 0.97], [-0.01, 0.01, -0.05], [-0.49, 0.34, -1.02], [0.10, -0.06, 0.05], [0.27, 0.65, -1.10], [0.01, -0.01, 0.00], [-0.08, 0.08, -0.08], [-0.04, 0.11, 0.04], [0.42, -0.74, 1.07], [-1.28, 0.31, -0.17], [0.03, -0.02, 0.02], [0.44, -0.56, -0.93], [0.11, 0.88, -0.30], [0.65, -0.60, -0.59], [-1.19, -0.67, 0.20], [-0.81, 0.88, 0.56], [0.37, 1.05, 0.60], [-0.65, -1.05, -0.33], [-1.00, 0.26, -0.80], [1.08, -0.05, 0.78], [0.03, -0.12, -0.02], [-0.47, 0.80, 1.04], [-0.81, -0.98, 0.52], [0.03, -0.11, -0.04], [-0.02, 0.05, -0.01]], "mulliken_charge": [0.01, -0.65, -0.65, -0.70, -0.36, -0.66, -0.33, 0.20, -0.61, -0.59, -0.77, -0.23, 0.12, 0.22, 0.02, -0.68, -0.56, 0.55, -0.47, -0.59, -0.93, -0.59, -0.28, 0.23, -0.54, -0.64, 0.44, -0.52, -1.06, -0.44, 0.56, -0.69, -1.31, -0.48, -0.85, -0.76, 0.12, -0.58, -1.25, -1.65, 0.50, -0.46, 0.39, 0.43, -0.48, -0.84, -0.48, 0.04, -0.67, -0.56, 0.64, 0.40, 0.53, 0.45, 0.42, 0.50, 0.41, 0.36, 0.24, 0.48, 0.40, 0.20, 0.45, 0.28, 0.37, 0.65, 0.44, 0.19, 0.48, 0.40, -0.17, 0.41, 0.43, 0.41, 0.48, 0.30, 0.63, 0.34, 0.48, 0.34, 0.51, 0.80, 0.51, 0.53, 0.52, 0.41, 0.38, 0.45, 0.36, 0.46, 0.49, 0.55, 0.44, 0.45, 0.36, 0.47, 0.49, -0.23, 0.76, 0.44], "homo_ev": -11.044, "charge": 1, "e_tot_ev": -65958.312, "gap_ev": 7.9, "fmax_ha_per_bohr": 0.12626}

***

# 2
{"formula": "C44H51Cl2LuN5O6PTe", "method": "wB97M-V/def2-TZVPD", "species": ["Lu", "Te", "Cl", "Cl", "P", "O", "O", "O", "O", "O", "O", "N", "N", "N", "N", "N", "C", "C", "C", "C", "C", "C", "C", "C", "C", "C", "C", "C", "C", "C", "C", "C", "C", "C", "C", "C", "C", "C", "C", "C", "C", "C", "C", "C", "C", "C", "C", "C", "C", "C", "C", "C", "C", "C", "C", "C", "C", "C", "C", "C", "H", "H", "H", "H", "H", "H", "H", "H", "H", "H", "H", "H", "H", "H", "H", "H", "H", "H", "H", "H", "H", "H", "H", "H", "H", "H", "H", "H", "H", "H", "H", "H", "H", "H", "H", "H", "H", "H", "H", "H", "H", "H", "H", "H", "H", "H", "H", "H", "H", "H", "H"], "coordinates": [[-0.054, 0.166, -0.130], [2.555, -3.792, -1.311], [1.643, -1.503, 1.436], [4.474, -0.906, 3.923], [-1.941, -1.044, 2.919], [0.459, 3.107, -3.127], [-1.433, -0.877, 1.523], [-0.361, 1.535, -1.735], [-2.349, -0.080, -0.864], [-2.459, -1.101, -1.867], [1.259, 1.496, 0.943], [1.769, 1.384, -2.492], [-0.143, -1.675, -1.370], [-0.554, 2.573, 1.905], [2.011, 0.397, -1.517], [-1.329, 1.869, 0.981], [3.915, -5.325, -0.786], [3.146, -2.265, -4.256], [5.150, -5.114, -3.004], [-3.534, 0.601, -0.790], [3.971, -1.751, -3.102], [3.304, 3.774, 4.864], [-1.865, -4.577, -5.217], [1.147, 3.763, 3.799], [4.646, -6.962, 0.823], [-1.237, -4.992, -4.051], [-5.841, 0.889, -1.393], [5.548, -0.049, -2.377], [4.803, -1.758, -0.808], [3.769, 2.849, 3.944], [-3.709, -0.738, 2.980], [-1.166, -1.833, -2.009], [-1.715, -2.710, 3.537], [4.954, -5.717, -1.641], [-4.648, 0.189, -1.510], [-1.049, -4.099, -3.008], [-5.938, 1.994, -0.568], [5.696, -7.347, 0.004], [4.769, -0.635, -3.359], [-2.124, -2.372, -4.290], [3.975, -2.304, -1.812], [2.930, 2.390, 2.938], [-1.208, 0.074, 4.104], [5.829, -6.714, -1.224], [6.343, 1.200, -2.650], [1.706, -1.841, 3.116], [0.556, 2.091, -2.459], [3.751, -5.961, 0.452], [-3.598, 1.720, 0.061], [1.619, 2.843, 2.862], [1.991, 4.234, 4.789], [-2.527, 2.285, 0.893], [-4.820, 2.389, 0.145], [6.655, -8.429, 0.421], [0.720, 2.266, 1.818], [2.643, -5.603, 1.408], [4.943, -2.308, 0.586], [-2.310, -3.267, -5.334], [-1.489, -2.785, -3.123], [5.564, -0.636, -1.117], [-0.554, -4.405, -2.096], [2.764, 0.677, -0.894], [4.522, -1.644, 1.345], [-4.092, -0.834, 3.997], [3.276, 1.642, 2.239], [-1.523, 1.095, 3.882], [6.637, -7.007, -1.888], [6.476, -8.739, 1.450], [-3.902, 0.270, 2.613], [1.671, -5.942, 1.042], [7.380, 1.085, -2.333], [2.480, -1.481, -4.623], [4.522, -7.440, 1.789], [0.122, 4.100, 3.733], [-2.109, -3.409, 2.799], [3.955, 4.127, 5.654], [2.245, -2.749, 3.342], [5.841, -5.722, -3.589], [-6.864, 2.546, -0.483], [5.931, 2.049, -2.101], [3.802, -2.552, -5.082], [1.626, 4.953, 5.512], [6.556, -9.310, -0.217], [-4.572, -0.666, -2.159], [7.690, -8.089, 0.347], [-2.797, -2.938, -6.243], [6.333, 1.450, -3.710], [-4.873, 3.257, 0.792], [2.535, -3.123, -3.991], [-0.122, 0.032, 4.024], [5.555, -4.102, -2.944], [2.550, 1.921, -2.833], [-2.455, -1.346, -4.382], [4.482, -3.284, 0.706], [-2.001, -5.271, -6.037], [-2.225, -2.849, 4.491], [-6.700, 0.553, -1.961], [2.287, -0.453, -1.988], [-2.808, 3.146, 1.501], [4.202, -5.044, -3.541], [6.181, -0.207, -0.334], [4.757, -0.208, -4.357], [-1.500, -0.203, 5.118], [2.816, -6.064, 2.380], [4.774, 2.456, 4.017], [1.891, -0.987, 3.753], [2.570, -4.521, 1.542], [6.002, -2.406, 0.833], [-0.647, -2.895, 3.662], [-0.883, -6.011, -3.956], [-4.220, -1.449, 2.331]], "atomic_forces_ev_per_a": [[-0.60, 0.19, 0.08], [-0.15, -0.28, -0.08], [0.32, -0.46, -0.10], [0.02, 0.05, -0.03], [-0.06, 0.08, -0.13], [0.05, 0.02, -0.05], [0.43, -0.05, -0.09], [0.15, 0.27, -0.28], [-0.20, -0.11, -0.32], [0.16, 0.00, 0.11], [-0.04, 0.40, 0.48], [-0.01, 0.07, -0.12], [-0.17, -0.25, -0.09], [-0.24, -0.16, 0.00], [-0.07, 0.10, 0.14], [0.28, 0.35, 0.11], [0.04, -0.05, 0.05], [-0.02, 0.02, -0.01], [0.03, 0.03, -0.01], [0.21, -0.08, 0.02], [0.05, 0.02, 0.01], [-0.03, 0.02, 0.02], [-0.01, 0.00, -0.02], [0.03, 0.04, -0.04], [-0.02, 0.02, 0.01], [0.01, 0.02, 0.02], [0.00, -0.09, -0.08], [0.01, 0.02, 0.02], [0.00, -0.02, -0.02], [0.02, 0.01, -0.02], [-0.16, 0.03, 0.05], [-0.35, -0.22, -0.35], [0.11, -0.14, 0.02], [0.01, -0.06, -0.03], [-0.04, 0.13, 0.08], [-0.02, -0.04, 0.01], [0.04, 0.02, 0.05], [-0.03, 0.01, -0.01], [-0.02, 0.00, -0.04], [-0.03, -0.01, 0.00], [-0.06, 0.15, 0.02], [-0.02, -0.04, 0.05], [0.09, 0.09, 0.09], [0.04, -0.02, -0.03], [0.02, -0.01, -0.02], [0.23, 0.21, 0.20], [-0.27, -0.12, 0.17], [0.08, -0.06, 0.04], [0.07, 0.10, 0.08], [-0.10, 0.01, 0.01], [0.01, -0.01, 0.00], [-0.08, -0.13, -0.08], [-0.06, 0.00, -0.02], [0.02, -0.01, 0.01], [0.22, 0.11, 0.03], [0.00, 0.06, 0.00], [-0.04, -0.03, -0.01], [0.01, -0.01, 0.02], [0.12, 0.05, 0.04], [0.02, 0.00, 0.01], [0.04, 0.02, -0.02], [0.00, 0.04, 0.04], [0.02, 0.04, -0.02], [0.00, 0.00, 0.00], [0.03, -0.02, 0.03], [0.02, 0.01, -0.01], [0.00, -0.01, 0.01], [-0.01, 0.00, 0.00], [0.00, -0.01, -0.01], [0.00, 0.01, -0.02], [0.00, -0.01, 0.00], [-0.01, 0.00, 0.00], [0.00, -0.01, 0.00], [-0.01, 0.00, 0.00], [-0.02, 0.00, 0.02], [0.00, 0.01, 0.00], [-0.10, -0.06, -0.02], [0.00, 0.00, -0.01], [-0.01, 0.00, 0.01], [0.00, -0.01, 0.01], [0.00, 0.02, -0.01], [0.00, 0.00, 0.01], [0.00, 0.00, 0.00], [-0.02, -0.01, 0.00], [0.00, 0.01, 0.00], [0.01, 0.00, -0.01], [0.00, 0.00, 0.00], [-0.01, 0.00, 0.00], [0.01, 0.00, 0.01], [-0.02, -0.03, 0.00], [0.00, -0.02, 0.02], [0.11, -0.08, 0.06], [0.00, 0.01, 0.00], [0.00, -0.01, -0.02], [-0.01, 0.00, 0.00], [-0.01, 0.01, 0.00], [0.00, 0.01, -0.01], [0.08, -0.16, 0.03], [-0.01, -0.01, -0.01], [-0.01, 0.00, 0.02], [0.00, 0.01, 0.00], [-0.01, 0.01, 0.00], [-0.02, 0.04, 0.01], [0.00, -0.01, 0.00], [-0.02, -0.06, 0.01], [-0.09, 0.03, -0.02], [0.02, -0.01, 0.01], [0.00, -0.02, 0.00], [-0.01, 0.01, -0.02], [-0.01, 0.00, 0.00], [0.01, 0.01, -0.01]], "mulliken_charge": [1.29, 0.85, 0.79, -0.73, 1.15, -0.79, -1.13, -0.82, 1.15, -0.47, -0.25, -0.24, 0.24, -1.02, 0.25, 1.10, -0.18, -2.27, -1.47, 0.70, 1.07, -0.34, -0.45, -0.29, -1.08, -0.69, -0.52, 1.08, 0.99, -0.73, -1.22, -0.04, -1.14, 0.96, -1.22, -0.23, -0.93, 0.78, -0.62, -0.42, -0.14, -0.31, -0.90, -0.98, -1.73, -1.38, 0.37, 1.10, 1.30, 0.40, -0.64, -0.80, -1.01, -1.53, -0.02, -1.42, -0.93, -0.66, 0.14, -0.99, 0.48, 0.28, -0.07, 0.44, 0.47, 0.34, 0.36, 0.35, 0.27, 0.34, 0.41, 0.50, 0.25, 0.41, 0.31, 0.37, 0.38, 0.43, 0.40, 0.32, 0.40, 0.38, 0.32, 0.47, 0.35, 0.38, 0.39, 0.38, 0.21, 0.04, 0.23, 0.19, 0.47, -0.31, 0.39, 0.43, 0.43, -0.34, 0.18, 0.24, 0.48, 0.29, 0.50, 0.37, 0.37, 0.27, -0.06, 0.53, 0.25, 0.41, 0.33], "homo_ev": [-4.854, -5.067], "spin_multiplicity": 2, "charge": -1, "e_tot_ev": -141443.653, "s_squared": 0.754, "gap_ev": [6.9, 7.1], "fmax_ha_per_bohr": 0.01230, "de_lowest_kj_mol": 355.7}

***

> What is the charge in the first record?

+1

***

> Among the records above, which one has the lowest charge?

C44H51Cl2LuN5O6PTe

***

> Which of these has the lowest charge?

C44H51Cl2LuN5O6PTe

***

> Which value of charge does entry 1 give?

+1